# 1
Entry from the OMol25 dataset: C33H30AuN4OP as an isolated structure (ωB97M-V/def2-TZVPD).

Results
Charge: +2
HOMO level: -13.606 eV
Relative energy (zero: lowest compared OMol25 entry of this formula, charge and spin): 39.7 kJ/mol
Frontier orbital gap: 7.6 eV
E: -2046.41178 a.u.

CARTESIAN COORDINATES (ANGSTROEM)
Au  0.34  1.10  0.72
P  2.28  0.01  0.52
O  -1.59  2.06  0.88
N  0.66  2.70  -0.76
N  -1.98  0.04  -0.02
N  -2.34  -2.06  -0.85
N  -3.75  1.52  0.42
C  3.88  -0.93  2.66
C  1.17  -2.36  -2.60
C  -0.87  -0.84  4.36
C  -2.43  1.21  0.42
C  3.64  0.84  -0.28
C  1.48  -0.62  2.90
C  5.88  2.06  -1.34
C  0.28  -0.06  2.39
C  -4.64  0.59  -0.02
C  1.79  -1.43  -0.46
C  3.91  -1.52  3.95
C  5.61  0.73  -1.65
C  -4.24  -0.63  -0.45
C  3.93  2.17  0.04
C  -1.28  4.06  -3.65
C  5.05  2.78  -0.50
C  1.57  -1.27  -1.83
C  -1.78  2.89  -4.21
C  2.68  -0.53  2.15
C  -1.49  1.67  -3.64
C  1.61  -2.68  0.13
C  4.49  0.11  -1.12
C  -0.20  2.77  -1.95
C  -0.48  4.00  -2.52
C  -0.87  -0.17  3.11
C  1.21  -3.76  -0.64
C  -4.19  2.84  0.92
C  -0.70  1.60  -2.50
C  0.28  -1.36  4.88
C  0.99  -3.60  -2.01
C  1.50  -1.25  4.16
C  2.75  -1.69  4.66
C  -2.84  -0.89  -0.44
H  6.27  0.17  -2.29
H  -0.08  4.91  -2.08
H  1.72  -0.31  -2.31
H  4.28  -0.92  -1.36
H  1.08  -4.73  -0.18
H  3.30  2.72  0.74
H  -1.50  5.02  -4.10
H  0.28  -1.84  5.85
H  -4.96  -1.36  -0.78
H  -0.48  0.64  -2.04
H  4.80  -0.83  2.09
H  -3.73  3.62  0.32
H  0.70  -4.45  -2.61
H  -2.40  2.94  -5.10
H  4.85  -1.84  4.36
H  1.77  -2.81  1.19
H  -1.87  0.75  -4.08
H  -1.80  0.27  2.76
H  -5.68  0.88  0.00
H  2.79  -2.16  5.63
H  5.27  3.80  -0.26
H  1.02  -2.23  -3.67
H  0.53  3.54  -0.20
H  -3.88  2.96  1.96
H  -5.27  2.89  0.84
H  -1.79  -0.92  4.91
H  -2.94  -2.81  -1.14
H  1.63  2.70  -1.07
H  6.76  2.53  -1.76
H  -1.34  -2.23  -0.79

***

# 2
Entry from the OMol25 dataset: C33H30BBrFeN3O8 as an isolated structure in a non-equilibrium geometry (ωB97M-V/def2-TZVPD).

Results
Charge: -1
HOMO level (spin up / spin down): -3.250 / -3.127 eV
Relative energy (zero: lowest compared OMol25 entry of this formula, charge and spin): 155.1 kJ/mol
<S²>: 6.098
Frontier orbital gap (spin up / spin down): 4.4 / 4.3 eV
E: -5904.26253 a.u.
2S+1: 5

CARTESIAN COORDINATES (ANGSTROEM)
Br  -1.41  -2.50  1.42
Fe  0.14  -0.53  0.63
O  0.18  3.01  -1.41
O  3.62  0.23  0.36
O  -0.98  2.50  0.62
O  0.60  3.02  4.49
O  2.04  -2.92  -5.26
O  0.53  -4.01  -4.16
O  -0.27  0.77  -0.93
O  1.94  -0.94  1.27
N  -0.85  1.61  2.85
N  1.59  -3.36  -4.21
N  -0.73  0.25  2.46
C  -0.33  -3.55  8.05
C  -0.10  3.92  2.43
C  0.32  2.26  -2.60
C  -0.39  0.58  -4.71
C  3.62  -1.46  -1.85
C  2.29  -3.07  -3.00
C  -0.55  5.03  1.70
C  0.25  6.44  3.42
C  -0.26  2.50  1.87
C  0.40  4.10  3.72
C  0.23  2.77  -3.84
C  3.00  -1.82  -0.65
C  2.17  -2.96  -0.63
C  -1.30  -4.40  7.56
C  -1.58  -2.95  5.62
C  -0.19  0.10  -3.35
C  -0.03  1.89  -4.90
C  0.07  -2.39  7.34
C  -1.19  -0.54  3.41
C  2.89  -0.77  0.38
C  -0.42  6.31  2.24
C  -2.01  -4.06  6.40
C  1.67  -3.42  -1.79
C  -1.53  -1.86  3.28
C  3.33  -2.13  -3.03
C  -1.54  -1.65  -5.31
C  0.10  0.92  -2.34
C  -2.18  0.47  -6.46
C  0.70  5.37  4.17
C  0.07  -0.43  -6.90
C  -2.07  -2.69  4.27
C  -1.00  -0.27  -5.78
C  -0.58  -2.09  6.16
B  -0.28  2.09  -0.46
H  -2.28  -1.54  -4.50
H  -2.06  -2.22  -6.07
H  -1.56  -5.30  8.18
H  -0.28  -1.21  5.55
H  -1.84  1.85  2.95
H  0.89  -1.02  -6.52
H  3.79  -1.93  -3.98
H  -0.01  -3.71  9.08
H  0.88  -4.19  -1.85
H  -2.77  -4.73  6.02
H  -0.36  -0.97  -3.18
H  -0.76  -2.26  -4.88
H  -1.32  -0.07  4.41
H  0.80  -1.72  7.82
H  4.35  -0.65  -1.87
H  0.08  2.29  3.99
H  -0.42  -0.93  -7.76
H  -1.02  4.90  0.74
H  -0.03  2.31  -5.94
H  1.13  5.52  5.19
H  0.41  0.55  -7.28
H  -2.60  -0.14  -7.26
H  0.39  7.48  3.79
H  -0.79  7.16  1.70
H  -3.00  0.70  -5.78
H  -1.84  1.42  -6.84
H  1.84  -3.48  0.28
H  0.81  2.10  1.65
H  0.42  3.82  -4.06
H  -2.87  -3.37  3.95

***

# 3
Entry from the OMol25 dataset: C33H30BrIN4SiTi as an isolated structure in a non-equilibrium geometry (ωB97M-V/def2-TZVPD).

Results
Charge: +1
HOMO level (spin up / spin down): -10.156 / -10.290 eV
<S²>: 0.754
Frontier orbital gap (spin up / spin down): 6.9 / 7.1 eV
E: -5505.17691 a.u.
2S+1: 2

CARTESIAN COORDINATES (ANGSTROEM)
I  1.16  -1.99  1.87
Br  0.70  -4.57  -0.51
Ti  -0.22  -0.04  -0.50
Si  -2.75  -1.00  1.33
N  0.45  1.66  0.15
N  -1.54  1.25  -1.51
N  -1.70  -1.21  -0.04
N  1.75  -0.26  -1.15
C  1.83  1.87  -0.02
C  -1.65  4.74  0.73
C  1.87  -3.92  2.04
C  -1.61  2.42  -0.78
C  -2.64  4.53  -0.17
C  -3.54  1.90  -2.65
C  -1.05  -1.98  -2.25
C  -1.98  0.41  2.30
C  -1.87  -4.04  -3.18
C  1.68  -4.89  1.06
C  -2.63  -3.29  -1.01
C  -0.58  3.81  0.89
C  2.21  -6.16  1.26
C  2.55  -4.22  3.21
C  -1.81  -2.16  -1.07
C  2.56  2.98  0.30
C  3.91  0.79  -0.79
C  3.74  -1.38  -1.83
C  2.52  0.78  -0.64
C  -2.64  3.34  -0.95
C  -2.88  -2.41  2.51
C  3.06  -5.49  3.40
C  4.51  -0.34  -1.38
C  -0.53  2.67  0.14
C  -2.48  1.01  -2.40
C  4.64  1.94  -0.40
C  2.35  -1.28  -1.72
C  -3.62  3.05  -1.93
C  -1.07  -2.91  -3.28
C  -4.41  -0.44  0.74
C  2.90  -6.46  2.42
C  3.96  3.01  0.10
C  -2.65  -4.21  -2.04
H  3.30  -7.45  2.56
H  2.07  3.85  0.71
H  -3.25  -3.45  -0.13
H  -3.53  -2.10  3.33
H  -2.40  1.38  2.03
H  3.59  -5.72  4.32
H  -2.41  0.08  -2.94
H  -4.32  0.56  0.30
H  -5.13  -0.38  1.57
H  0.18  3.99  1.64
H  -2.17  0.26  3.37
H  -3.44  5.25  -0.29
H  -1.90  -4.76  -3.98
H  4.18  -2.26  -2.28
H  -4.44  3.75  -2.09
H  1.71  -2.07  -2.10
H  -4.27  1.65  -3.41
H  2.68  -3.46  3.97
H  4.50  3.91  0.37
H  2.07  -6.91  0.49
H  5.59  -0.37  -1.48
H  -0.89  0.50  2.20
H  -0.44  -1.09  -2.40
H  -4.83  -1.10  -0.02
H  -3.29  -5.08  -1.96
H  -3.30  -3.33  2.08
H  -1.65  5.63  1.34
H  -0.47  -2.74  -4.16
H  5.71  1.97  -0.52
H  -1.90  -2.65  2.93

***

# 4
Entry from the OMol25 dataset: C33H30Cl2N3O6S2Zr as an isolated structure in a non-equilibrium geometry (ωB97M-V/def2-TZVPD).

Results
Charge: +1
HOMO level: -9.827 eV
Relative energy (zero: lowest compared OMol25 entry of this formula, charge and spin): 147.4 kJ/mol
Frontier orbital gap: 6.6 eV
E: -3654.94341 a.u.

CARTESIAN COORDINATES (ANGSTROEM)
Zr  0.02  -0.94  0.02
Cl  -4.31  2.18  0.52
Cl  0.88  1.45  -0.62
S  -1.54  -3.07  0.01
S  -2.02  0.39  -0.72
O  1.36  -1.29  -1.67
O  -1.32  -4.47  -0.14
O  -4.12  -3.19  6.76
O  -0.81  -2.43  1.16
O  1.78  -0.99  0.76
O  -1.01  -2.27  -1.14
N  1.13  -1.62  7.16
N  -0.29  0.02  2.06
N  1.88  -1.24  6.27
C  -5.01  -2.79  7.78
C  -5.85  -1.65  0.04
C  -1.96  -3.21  5.84
C  0.70  -0.53  4.23
C  0.87  -2.57  -3.59
C  0.73  -0.50  2.81
C  2.90  -1.56  2.80
C  -0.10  -2.23  7.01
C  -0.64  -2.86  5.87
C  -5.37  -2.49  -0.96
C  -7.27  -1.18  0.01
C  -3.24  -2.59  0.11
C  1.78  -1.17  4.91
C  1.83  -1.03  2.09
C  -4.07  -2.96  -0.93
C  1.99  -2.58  -1.49
C  -2.71  2.78  0.49
C  -2.80  -2.96  6.94
C  -0.39  2.47  0.00
C  0.95  -1.14  -3.05
C  -2.43  4.03  1.03
C  -2.24  -2.49  8.12
C  -0.10  3.72  0.54
C  -4.99  -1.27  1.07
C  -0.38  0.10  4.86
C  -0.90  -2.15  8.16
C  -1.13  4.49  1.05
C  -1.69  1.97  -0.04
C  -1.41  0.61  4.09
C  2.88  -1.61  4.18
C  -3.68  -1.74  1.11
C  -1.34  0.51  2.70
C  2.04  -3.24  -2.87
H  2.99  -2.42  -1.06
H  -0.02  -0.62  -3.07
H  -7.93  -2.05  -0.04
H  -6.01  -2.91  7.38
H  -6.03  -2.78  -1.76
H  -3.68  -3.60  -1.71
H  -4.91  -3.42  8.67
H  -2.26  1.08  4.54
H  -2.17  0.89  2.11
H  0.92  4.07  0.55
H  -7.52  -0.60  0.89
H  -0.01  -3.06  5.01
H  -0.40  0.19  5.94
H  -0.91  5.46  1.47
H  -0.07  -3.02  -3.28
H  -5.35  -0.61  1.85
H  -3.01  -1.46  1.91
H  1.92  -4.31  -2.81
H  3.71  -2.03  4.73
H  3.74  -1.95  2.24
H  -2.84  -2.38  9.01
H  0.96  -2.61  -4.68
H  1.38  -3.18  -0.79
H  -4.85  -1.75  8.06
H  -7.45  -0.58  -0.88
H  2.98  -3.01  -3.37
H  -3.23  4.63  1.42
H  -0.47  -1.74  9.06
H  1.72  -0.55  -3.57
H  -2.40  -3.66  4.96

***

# 5
Entry from the OMol25 dataset: a 2-piece molecular cluster, C33H30F6N3S overall in a non-equilibrium geometry (ωB97M-V/def2-TZVPD).

Results
Charge: +1
HOMO level: -10.363 eV
Frontier orbital gap: 4.6 eV
E: -2436.85157 a.u.

CARTESIAN COORDINATES (ANGSTROEM)
S  1.28  0.02  2.43
F  0.15  4.40  -4.82
F  2.36  -7.21  -2.35
F  -0.16  3.55  -2.81
F  2.48  -5.52  -0.95
F  -1.50  5.13  -3.54
F  3.39  -7.45  -0.39
N  -0.05  -6.52  -1.14
N  -2.69  2.63  -3.39
N  -2.13  1.22  3.13
C  -0.28  -3.49  0.95
C  -1.09  -4.39  -1.57
C  -3.06  1.73  -1.19
C  1.16  1.45  3.52
C  -5.68  4.81  -3.02
C  -1.61  -1.30  0.65
C  -1.29  0.82  -2.58
C  -1.74  -0.15  -0.39
C  0.07  -4.76  0.52
C  -0.80  -7.25  -2.10
C  -2.71  0.83  -0.19
C  -4.84  2.61  -4.54
C  -1.41  -3.10  -1.14
C  -1.76  2.98  -4.45
C  1.73  -1.22  3.65
C  0.99  -7.28  -0.45
C  -6.10  3.16  -4.75
C  2.32  -6.88  -1.01
C  -1.02  -2.64  0.12
C  -2.34  1.74  -2.40
C  -4.02  3.12  -3.53
C  -4.44  4.22  -2.76
C  -1.69  0.30  2.53
C  -1.59  -8.33  -1.67
C  -1.17  -0.86  1.95
C  -2.22  -9.14  -2.60
C  -1.17  -7.90  -4.40
C  -0.34  -5.24  -0.74
C  -2.00  -8.94  -3.97
C  -0.99  -0.11  -1.58
C  -0.80  4.01  -3.93
C  -6.51  4.28  -4.01
C  -0.59  -7.04  -3.47
H  -4.48  1.76  -5.12
H  0.84  -8.34  -0.66
H  1.07  1.13  4.56
H  -0.87  -1.63  2.66
H  -1.98  -2.46  -1.80
H  -6.76  2.73  -5.50
H  -3.77  4.61  -1.98
H  -1.69  -8.50  -0.59
H  -2.33  3.43  -5.26
H  -0.19  -0.82  -1.76
H  0.06  -6.22  -3.78
H  -3.87  2.44  -1.04
H  0.04  -3.20  1.94
H  2.07  2.04  3.38
H  -2.48  -9.60  -4.69
H  -0.74  0.80  -3.52
H  -1.42  -4.73  -2.55
H  -7.48  4.74  -4.21
H  -0.97  -7.76  -5.46
H  -2.68  -1.55  0.88
H  2.81  -1.39  3.55
H  -2.88  -9.94  -2.25
H  -3.26  0.89  0.76
H  1.19  -2.15  3.43
H  -1.19  2.11  -4.79
H  1.50  -0.87  4.66
H  0.98  -7.09  0.63
H  0.63  -5.41  1.19
H  0.28  2.04  3.23
H  -5.98  5.68  -2.44

***

# 6
Entry from the OMol25 dataset: C33H30N4OS5Ti as an isolated structure in a non-equilibrium geometry (ωB97M-V/def2-TZVPD).

Results
Charge: 0
HOMO level: -6.005 eV
Relative energy (zero: lowest compared OMol25 entry of this formula, charge and spin): 106.2 kJ/mol
Frontier orbital gap: 5.5 eV
E: -4410.23286 a.u.

CARTESIAN COORDINATES (ANGSTROEM)
Ti  0.33  -0.59  0.05
S  2.89  -0.90  0.04
S  1.00  1.03  2.01
S  -1.86  -0.31  1.02
S  0.87  -1.72  2.45
S  -0.40  -3.66  -1.20
O  0.11  -2.74  -0.10
N  -0.25  3.57  -1.02
N  -3.72  9.29  -0.03
N  0.32  1.46  -0.83
N  0.70  -0.93  -2.03
C  2.81  -3.50  3.12
C  1.95  -1.14  -2.50
C  -2.18  -3.81  -0.84
C  -0.56  2.37  -0.49
C  4.53  -2.83  1.06
C  4.89  -3.83  1.94
C  -2.39  7.11  -0.40
C  -1.60  -0.58  -2.56
C  -0.50  1.30  2.85
C  0.91  3.40  -1.76
C  -2.40  6.11  0.57
C  -1.65  2.42  4.67
C  -0.02  -5.28  -0.47
C  -1.72  0.75  2.42
C  -2.42  -5.17  -0.18
C  -0.30  -0.52  -2.92
C  2.42  -2.50  2.22
C  -1.68  4.94  0.37
C  2.37  -0.79  -3.75
C  -0.96  5.76  -1.79
C  1.42  -0.15  -4.61
C  -2.86  1.88  4.23
C  -2.89  1.05  3.13
C  1.25  2.09  -1.63
C  3.31  -2.18  1.19
C  2.89  -1.82  -1.54
C  -0.97  4.77  -0.81
C  -1.66  6.93  -1.58
C  -1.12  -5.53  0.55
C  4.02  -4.16  2.98
C  0.14  -0.01  -4.21
C  -3.13  8.32  -0.20
C  -0.49  2.12  3.99
H  -1.66  4.19  1.15
H  0.46  2.52  4.32
H  2.08  1.56  -2.06
H  -2.36  -0.16  -3.20
H  2.15  -3.76  3.94
H  3.38  -0.98  -4.06
H  -2.63  -5.93  -0.94
H  -3.83  0.63  2.79
H  -1.66  7.71  -2.34
H  0.98  -5.19  -0.07
H  -2.35  -2.99  -0.14
H  3.90  -1.87  -1.95
H  -3.78  2.10  4.76
H  -1.62  3.06  5.54
H  -1.11  -6.56  0.90
H  1.39  4.21  -2.27
H  4.28  -4.94  3.68
H  -1.92  -1.01  -1.62
H  -3.28  -5.12  0.49
H  5.20  -2.53  0.26
H  -2.95  6.25  1.49
H  -0.43  5.62  -2.72
H  1.73  0.21  -5.58
H  -0.97  -4.87  1.41
H  -1.43  2.17  0.12
H  -2.75  -3.63  -1.74
H  -0.03  -6.02  -1.28
H  -0.60  0.46  -4.84
H  5.84  -4.34  1.83
H  2.54  -2.82  -1.30